Entry 1:
A single C5H9ClO2 molecule, computed with ωB97M-V/def2-TZVPD.

As for the SMILES: COC(=CCCl)OC. The total energy is -21944.6632 eV. For the orbital gap, the calculation gives 0.31825 hartree.

CARTESIAN COORDINATES (ANGSTROEM)
C  0.36944  -1.89235  -0.21401
O  1.05574  -0.70486  -0.17692
C  0.37647  0.45323  -0.10353
C  -1.01778  0.54991  0.01639
C  -2.30510  -0.33027  -0.02642
Cl  -4.29132  0.31750  -0.22989
O  0.98019  1.60294  0.00638
C  2.37063  1.70060  0.20852
H  0.96874  -2.58836  0.26067
H  0.08554  -2.16933  -1.16663
H  -0.48266  -1.69912  0.40982
H  -1.43213  1.54310  0.23736
H  -2.54873  -0.95215  0.96475
H  -2.42497  -1.06653  -0.87593
H  2.66914  2.78050  0.24405
H  2.98867  1.36546  -0.65296
H  2.63814  1.08970  1.09835

Entry 2:
A single C2H7N3 molecule, computed with ωB97M-V/def2-TZVPD.

As for the SMILES: [H]/N=C(\N)NC. The total energy is -6657.6414 eV. For the orbital gap, the calculation gives 0.35094 hartree.

CARTESIAN COORDINATES (ANGSTROEM)
H  1.83524  -1.52080  -0.11907
N  1.24776  -0.85307  0.35893
C  0.36137  -0.36328  -0.41680
N  0.13187  -0.89369  -1.68764
N  -0.57456  0.52844  0.03850
C  -0.43954  1.05975  1.36555
H  -0.54527  -0.62645  -2.37323
H  0.47426  -1.83718  -1.73461
H  -1.15994  0.87583  -0.69515
H  0.20977  1.94031  1.41266
H  -0.11420  0.35782  2.11129
H  -1.42674  1.33232  1.73957

Entry 3:
A molecular structure, C26H46BF4NNiO3S2Si2, computed with ωB97M-V/def2-TZVPD.

The total energy is -125372.4974 eV. Its multiplicity is 3. For the orbital gap (alpha / beta), the calculation gives 0.20317 / 0.22333 hartree. The expectation value of S² is 2.007. Its total charge is -2.

CARTESIAN COORDINATES (ANGSTROEM)
Ni  -1.90205  -0.43995  -0.37259
C  -1.77145  2.61285  -0.55629
C  -3.21225  2.23485  -0.45649
C  -4.23195  3.19205  -0.54259
C  -5.54515  2.79745  -0.51269
C  -5.84705  1.42325  -0.41459
C  -7.16365  0.93235  -0.44329
C  -7.38915  -0.42485  -0.39589
C  -6.33575  -1.31905  -0.26699
C  -5.01125  -0.88565  -0.21919
S  -3.72595  -2.00725  -0.06979
C  -4.75385  0.51755  -0.31089
N  -3.47755  0.94745  -0.30939
H  -1.64015  3.69265  -0.60709
H  -1.35825  2.14365  -1.45259
H  -1.23405  2.19695  0.29911
H  -3.97215  4.23805  -0.64439
H  -6.35725  3.51385  -0.59659
H  -7.97835  1.64215  -0.52349
H  -8.40365  -0.80225  -0.47389
H  -6.52555  -2.38135  -0.21109
C  1.95835  -2.89765  1.13131
C  3.10785  -2.86495  0.12481
C  4.42675  -2.53275  0.83971
C  3.21605  -4.21805  -0.59379
O  2.89885  -1.89875  -0.86909
Si  2.27115  -0.37655  -0.76639
S  0.26595  -0.20505  -1.22329
O  2.77045  0.14595  0.72311
C  3.01855  1.43365  1.21541
C  1.93465  2.42245  0.78241
C  4.38625  1.89825  0.69291
C  3.04595  1.30765  2.74761
O  3.16965  0.50865  -1.82339
C  3.42145  0.30065  -3.19049
C  3.44315  1.68405  -3.85199
C  4.80595  -0.35865  -3.29579
C  2.37455  -0.58385  -3.86099
H  2.08605  -3.71495  1.83911
H  1.01535  -3.01535  0.60631
H  1.92645  -1.95335  1.66481
H  4.63185  -3.24575  1.63591
H  4.33765  -1.53045  1.24881
H  5.24775  -2.54035  0.12321
H  3.39975  -5.01245  0.12671
H  4.03055  -4.19285  -1.31669
H  2.29035  -4.42005  -1.12789
H  1.89505  2.45015  -0.30169
H  2.14425  3.41925  1.17031
H  0.96595  2.08855  1.14311
H  4.35695  1.85795  -0.39229
H  5.16455  1.22025  1.04231
H  4.61385  2.90975  1.02751
H  2.07425  0.97395  3.10691
H  3.29315  2.26395  3.20471
H  3.79095  0.56785  3.04081
H  4.17975  2.32235  -3.36579
H  2.46505  2.14645  -3.75419
H  3.69175  1.59935  -4.90589
H  5.56995  0.30735  -2.89429
H  5.05075  -0.59995  -4.32779
H  4.79315  -1.26705  -2.69869
H  1.38315  -0.15415  -3.75179
H  2.36435  -1.55535  -3.37779
H  2.59635  -0.70385  -4.92019
C  -0.97985  -1.33145  4.68251
Si  -1.92685  -0.46795  3.21991
C  -3.74555  -1.02565  3.42511
C  -1.79635  1.40625  3.64871
C  -1.15075  -0.87555  1.58271
H  -1.33735  -1.02385  5.66201
H  0.08145  -1.10435  4.63451
H  -1.07595  -2.41175  4.62201
H  -4.07055  -1.02685  4.46301
H  -3.86575  -2.02965  3.03181
H  -4.41195  -0.38375  2.85681
H  -2.00265  1.61325  4.69621
H  -2.48935  1.98915  3.05051
H  -0.79555  1.76925  3.43801
H  -1.12215  -1.96355  1.43251
H  -0.12045  -0.50785  1.56651
F  -3.49255  0.17545  -4.45529
B  -2.23735  -0.09245  -3.91509
F  -2.38135  -0.34735  -2.53039
F  -1.69105  -1.18795  -4.55209
F  -1.42585  1.01535  -4.10659

- Look up the total energy of the third one.
  -125372.4974 eV